# 1
Entry from the Open Molecules 2025 dataset: a structure of composition C25H23ClLuO2P at a distorted geometry (ωB97M-V/def2-TZVPD).

The geometry in XYZ format:
```
53
Properties=species:S:1:pos:R:3
C -0.85 -1.44 3.76
C -0.79 -2.16 2.53
C 0.58 -2.34 2.22
H -1.66 -2.56 2.03
C 1.37 -1.79 3.26
C 0.50 -1.21 4.22
H 0.80 -0.84 5.21
H -1.78 -1.25 4.31
H 0.98 -2.90 1.37
H 2.46 -1.83 3.39
Lu 0.27 0.14 2.27
Cl 2.52 0.93 2.05
P 0.30 0.10 -0.78
C 1.39 -0.98 -1.79
C 0.96 -1.66 -2.94
H -0.09 -1.63 -3.24
C 1.87 -2.38 -3.71
H 1.52 -2.89 -4.60
C 3.21 -2.45 -3.34
H 3.92 -3.03 -3.95
C 3.65 -1.78 -2.19
H 4.70 -1.82 -1.91
C 2.74 -1.06 -1.40
H 3.08 -0.55 -0.49
C -1.33 -0.33 -1.50
C -1.96 -1.49 -1.01
H -1.47 -2.09 -0.24
C -3.20 -1.88 -1.52
H -3.69 -2.77 -1.13
C -3.80 -1.14 -2.55
H -4.77 -1.45 -2.95
C -3.16 -0.01 -3.05
H -3.61 0.57 -3.86
C -1.94 0.41 -2.52
H -1.46 1.31 -2.91
C 0.62 1.73 -1.56
C 1.32 1.89 -2.77
H 1.76 1.03 -3.28
C 1.46 3.16 -3.34
H 1.99 3.26 -4.29
C 0.93 4.28 -2.70
H 1.04 5.27 -3.15
C 0.25 4.13 -1.49
H -0.18 5.00 -1.00
C 0.11 2.87 -0.91
H -0.42 2.76 0.04
C -1.78 1.80 6.67
O -1.36 0.71 5.72
C -0.81 0.74 4.59
O -0.59 1.66 3.76
H -0.90 2.36 6.99
H -2.19 1.20 7.49
H -2.54 2.42 6.19
```

Results
* orbital gap: 0.1880 hartree
* HOMO: -4.994 eV
* lowest unoccupied orbital energy: 0.12 eV
* E_tot: -85823.846 eV



# 2
Entry from the Open Molecules 2025 dataset: a structure of composition C25H23ClOPY at a distorted geometry (ωB97M-V/def2-TZVPD).

The geometry in XYZ format:
```
52
Properties=species:S:1:pos:R:3
C 3.96 0.37 1.23
C 3.33 0.10 -0.02
C 2.92 1.34 -0.59
H 3.29 -0.89 -0.49
C 3.34 2.39 0.29
C 3.96 1.78 1.43
H 4.55 2.32 2.19
H 4.53 -0.35 1.83
H 2.43 1.48 -1.55
H 3.22 3.47 0.15
Y 1.55 1.17 1.45
Cl 0.23 3.26 1.26
P -0.63 -0.02 -0.24
C -1.08 0.83 -1.81
C -1.46 0.13 -2.96
H -1.42 -0.95 -2.99
C -1.92 0.84 -4.08
H -2.24 0.29 -4.96
C -1.97 2.24 -4.07
H -2.33 2.78 -4.94
C -1.55 2.93 -2.93
H -1.59 4.02 -2.91
C -1.09 2.23 -1.82
H -0.75 2.78 -0.93
C -0.48 -1.76 -0.80
C 0.72 -2.14 -1.42
H 1.53 -1.41 -1.53
C 0.87 -3.43 -1.91
H 1.81 -3.73 -2.38
C -0.18 -4.35 -1.82
H -0.06 -5.36 -2.21
C -1.38 -3.97 -1.21
H -2.21 -4.67 -1.14
C -1.53 -2.68 -0.68
H -2.46 -2.40 -0.19
C -2.24 -0.03 0.66
C -3.45 0.31 0.04
H -3.45 0.65 -1.00
C -4.65 0.18 0.74
H -5.58 0.41 0.23
C -4.66 -0.24 2.07
H -5.59 -0.33 2.61
C -3.44 -0.53 2.70
H -3.44 -0.85 3.74
C -2.24 -0.43 2.01
H -1.29 -0.68 2.51
C 4.40 0.37 4.62
C 3.50 0.78 3.59
O 2.29 1.02 3.61
H 4.51 -0.73 4.58
H 4.05 0.70 5.61
H 5.39 0.78 4.40
```

Results
* orbital gap (spin up / spin down): 0.1698 / 0.1698 hartree
* HOMO (spin up / spin down): -4.601 / -4.602 eV
* lowest unoccupied orbital energy (spin up / spin down): 0.02 / 0.02 eV
* E_tot: -51199.034 eV



# 3
Entry from the Open Molecules 2025 dataset: a structure of composition C25H23CrF6I2N2O7S2 at a distorted geometry (ωB97M-V/def2-TZVPD).

The geometry in XYZ format:
```
68
Properties=species:S:1:pos:R:3
Cr -0.81 -0.08 -1.06
O -0.75 -0.08 0.99
C 0.59 0.16 1.58
C 1.54 0.44 0.40
O 2.70 0.72 0.60
O 0.99 0.40 -0.79
C 0.98 -1.08 2.37
C 0.01 -1.96 2.84
C 0.37 -3.05 3.61
C 1.70 -3.28 3.92
C 2.67 -2.40 3.47
C 2.32 -1.30 2.70
C 0.47 1.41 2.45
C 0.08 1.30 3.78
C -0.11 2.44 4.55
C 0.11 3.69 4.00
C 0.50 3.81 2.68
C 0.69 2.67 1.91
H -1.36 0.54 1.40
H -1.02 -1.81 2.57
H -0.39 -3.74 3.95
H 1.98 -4.14 4.51
H 3.71 -2.57 3.71
H 3.08 -0.61 2.35
H -0.06 0.32 4.23
H -0.41 2.34 5.59
H -0.03 4.58 4.61
H 0.68 4.78 2.25
H 1.01 2.78 0.88
C -2.52 0.69 -3.49
N -1.12 0.38 -3.15
C -0.63 -0.56 -4.18
C -0.32 1.64 -3.20
C -0.85 2.54 -2.12
C -0.96 3.92 -2.25
C -1.57 4.66 -1.24
C -2.10 4.02 -0.14
C -1.97 2.63 -0.01
C -1.33 1.89 -0.98
H -2.54 1.32 -4.39
H -3.04 1.20 -2.69
H -3.04 -0.24 -3.72
H -0.86 -0.16 -5.17
H -1.12 -1.52 -4.05
H 0.44 -0.69 -4.08
H -0.40 2.09 -4.20
H 0.73 1.38 -3.03
H -0.58 4.41 -3.14
H -1.65 5.73 -1.34
H -2.60 4.59 0.64
H -2.41 2.17 0.88
F -0.79 -4.14 -2.84
C -0.63 -4.65 -1.62
F -1.82 -5.06 -1.18
F 0.18 -5.69 -1.68
S 0.02 -3.35 -0.42
O -1.19 -2.85 0.23
O 0.95 -4.02 0.41
N 0.54 -2.12 -1.29
S 1.99 -2.36 -2.02
O 2.23 -3.76 -2.18
O 2.12 -1.47 -3.13
C 3.29 -1.74 -0.84
F 3.01 -2.06 0.42
F 3.42 -0.43 -0.95
F 4.43 -2.32 -1.20
I -3.15 -1.77 -0.95
I -5.45 -0.60 -1.74
```

Results
* orbital gap (spin up / spin down): 0.2633 / 0.2612 hartree
* HOMO (spin up / spin down): -9.040 / -9.054 eV
* spin multiplicity: 4
* ΔE to the lowest compared entry with this formula, charge and spin: 0.511 eV
* expectation value of S²: 3.82
* lowest unoccupied orbital energy (spin up / spin down): -1.88 / -1.95 eV
* E_tot: -126209.049 eV



# 4
Entry from the Open Molecules 2025 dataset: a structure of composition C25H23DyIN11O3 at a distorted geometry (ωB97M-V/def2-TZVPD).

The geometry in XYZ format:
```
64
Properties=species:S:1:pos:R:3
Dy -1.05 -1.91 -2.03
C -2.47 -0.84 3.65
N -1.99 -1.39 2.38
C -2.07 -0.85 1.17
N -1.42 -1.62 0.30
C -0.96 -2.66 1.08
N -1.29 -2.54 2.34
C -1.99 0.59 3.85
C -2.77 1.49 4.56
C -2.34 2.79 4.76
C -1.13 3.22 4.23
C -0.35 2.32 3.51
C -0.77 1.01 3.34
C 0.90 2.77 2.91
N 1.41 3.95 2.91
N 2.56 3.90 2.16
C 2.68 2.68 1.75
O 1.66 1.90 2.18
C 3.71 2.12 0.89
C 4.69 2.96 0.35
C 5.66 2.44 -0.49
C 5.65 1.08 -0.81
C 4.68 0.24 -0.27
C 4.66 -1.23 -0.63
N 3.43 -1.56 -1.36
C 2.21 -1.80 -0.89
N 1.35 -1.90 -1.91
C 2.15 -1.71 -3.01
N 3.40 -1.51 -2.70
C 3.72 0.77 0.59
H -2.10 -1.50 4.43
H -3.56 -0.87 3.66
H -2.56 0.09 0.96
H -0.41 -3.50 0.70
H -3.72 1.16 4.97
H -2.95 3.48 5.33
H -0.79 4.23 4.36
H -0.12 0.32 2.81
H 4.67 4.01 0.60
H 6.42 3.08 -0.90
H 6.41 0.68 -1.47
H 4.72 -1.86 0.25
H 5.48 -1.46 -1.31
H 1.96 -1.91 0.15
H 1.80 -1.73 -4.03
H 2.98 0.12 1.05
N -1.14 -2.44 -4.43
C -2.53 -2.99 -4.43
C -2.85 -3.86 -3.17
O -3.74 -4.65 -3.22
O -2.11 -3.58 -2.11
H -1.06 -1.82 -5.23
H -0.52 -3.22 -4.66
H -2.74 -3.62 -5.29
H -3.24 -2.16 -4.44
I -3.57 3.98 -1.86
C -3.50 1.92 -2.07
C -4.56 1.02 -2.08
N -4.04 -0.20 -2.23
N -2.70 -0.17 -2.34
C -2.37 1.12 -2.24
H -5.62 1.20 -1.98
H -4.55 -1.07 -2.27
H -1.34 1.45 -2.32
```

Results
* orbital gap (spin up / spin down): 0.2705 / 0.2700 hartree
* HOMO (spin up / spin down): -13.065 / -13.065 eV
* spin multiplicity: 6
* expectation value of S²: 9.33
* lowest unoccupied orbital energy (spin up / spin down): -5.70 / -5.72 eV
* charge: +2
* E_tot: -81004.689 eV



# 5
Entry from the Open Molecules 2025 dataset: a structure of composition C25H23I2N4ORuS2Si at a distorted geometry (ωB97M-V/def2-TZVPD).

The geometry in XYZ format:
```
59
Properties=species:S:1:pos:R:3
Ru 0.11 -0.01 -0.71
C -2.99 1.17 1.15
C -2.50 -0.20 1.50
C -3.13 -1.01 2.44
C -2.65 -2.30 2.66
C -1.58 -2.77 1.94
C -0.96 -1.91 1.00
N -1.44 -0.64 0.83
N 0.09 -2.18 0.25
Si 0.89 -3.62 -0.26
C -0.34 -4.93 -0.90
C 1.94 -4.46 1.11
C 2.08 -2.90 -1.58
H -3.91 1.08 0.57
H -2.24 1.66 0.53
H -3.19 1.77 2.03
H -4.00 -0.65 2.96
H -3.13 -2.93 3.40
H -1.20 -3.77 2.06
H -0.92 -5.35 -0.09
H 0.17 -5.75 -1.39
H -1.04 -4.50 -1.62
H 1.44 -4.44 2.07
H 2.91 -3.99 1.24
H 2.12 -5.50 0.85
H 1.52 -2.27 -2.28
H 2.58 -3.67 -2.16
H 2.84 -2.28 -1.13
S -1.14 -1.45 -2.55
C -1.31 0.10 -3.24
N -0.73 1.14 -2.70
C -0.99 2.29 -3.39
C -0.53 3.57 -3.08
C -0.91 4.63 -3.88
C -1.70 4.43 -5.01
C -2.16 3.17 -5.34
C -1.82 2.11 -4.52
S -2.25 0.43 -4.68
H 0.11 3.69 -2.23
H -0.57 5.62 -3.64
H -1.96 5.27 -5.64
H -2.76 3.00 -6.22
I 0.16 5.25 0.41
C 1.18 3.72 1.43
C 1.81 3.98 2.64
C 2.38 2.96 3.36
I 3.24 3.43 5.23
C 2.38 1.63 2.88
C 2.91 0.52 3.55
C 2.89 -0.71 2.96
C 2.35 -0.84 1.67
N 1.79 0.17 1.03
C 1.78 1.39 1.61
C 1.10 2.43 0.87
O 0.46 2.17 -0.19
H 1.83 4.99 3.02
H 3.34 0.65 4.54
H 3.31 -1.58 3.45
H 2.35 -1.79 1.17
```

Results
* orbital gap (spin up / spin down): 0.2094 / 0.2338 hartree
* HOMO (spin up / spin down): -7.529 / -7.508 eV
* spin multiplicity: 2
* expectation value of S²: 0.79
* lowest unoccupied orbital energy (spin up / spin down): -1.83 / -1.15 eV
* E_tot: -82638.782 eV



# 6
Entry from the Open Molecules 2025 dataset: a structure of composition C25H23N3O2SbSn (ωB97M-V/def2-TZVPD).

The geometry in XYZ format:
```
55
Properties=species:S:1:pos:R:3
Sn 0.16 -1.83 -0.53
C -3.06 -2.66 -1.78
C -3.20 -1.30 -1.18
C -4.38 -0.57 -1.24
C -4.42 0.73 -0.76
C -3.26 1.29 -0.21
C -2.16 0.48 -0.15
N -2.11 -0.77 -0.60
Sb 1.04 1.01 2.13
C 2.47 0.44 0.60
C 3.45 1.39 0.37
C 4.34 1.18 -0.68
C 4.25 0.02 -1.41
C 3.27 -0.92 -1.10
C 3.15 -2.20 -1.87
N 2.37 -0.70 -0.13
C 0.27 -0.89 2.80
C 0.15 -0.98 4.18
C -0.35 -2.17 4.72
C -0.67 -3.19 3.86
C -0.49 -3.05 2.48
C -0.77 -4.20 1.56
N -0.07 -1.88 1.96
H -3.96 -2.94 -2.32
H -2.23 -2.67 -2.48
H -2.89 -3.42 -1.01
H -5.27 -1.02 -1.67
H -5.32 1.32 -0.83
H -3.23 2.31 0.14
H 3.51 2.28 0.99
H 5.10 1.93 -0.91
H 4.93 -0.17 -2.23
H 4.11 -2.48 -2.32
H 2.83 -3.02 -1.22
H 2.44 -2.08 -2.69
H 0.45 -0.16 4.82
H -0.48 -2.27 5.79
H -1.08 -4.12 4.25
H -0.84 -5.13 2.13
H -1.72 -4.07 1.04
H 0.03 -4.31 0.83
O 0.26 0.47 -1.51
C -0.14 1.38 -0.81
O -0.92 1.02 0.30
C 0.15 2.78 -0.96
C -0.31 3.73 -0.02
C -0.08 5.07 -0.24
C 0.59 5.48 -1.39
C 1.06 4.55 -2.32
C 0.86 3.20 -2.10
H -0.87 3.41 0.85
H -0.43 5.81 0.47
H 0.73 6.54 -1.57
H 1.55 4.89 -3.22
H 1.21 2.47 -2.81
```

Results
* orbital gap: 0.2340 hartree
* HOMO: -17.906 eV
* lowest unoccupied orbital energy: -11.54 eV
* charge: +3
* E_tot: -47206.321 eV